Record 1
Density functional theory data (ωB97M-V/def2-TZVPD) for a cluster of 4 separate species, C13H20BCl6FO5 in total.

The geometry in XYZ format:
```
46
Properties=species:S:1:pos:R:3
O -0.3694 6.6589 2.1960
C 0.0414 5.4692 1.7396
O 0.4620 5.3340 0.3075
C 1.4427 4.2096 0.2833
O 2.4354 4.0207 -0.6136
C 1.0227 3.2101 1.5402
C 1.5569 1.6677 1.5321
B 2.0323 1.0619 2.9809
O 3.3791 1.1375 3.5790
O 1.0070 0.3015 3.7803
C 0.1447 3.9904 2.4491
C -0.5666 3.4206 3.8116
C -1.0727 4.7492 4.6940
F 0.1717 5.5484 4.9913
H 0.7758 0.9566 0.9737
H 2.5243 1.6492 0.8324
H 3.8251 2.0009 3.3380
H 0.8304 0.7767 4.6470
H -1.4693 2.7194 3.5602
H 0.2056 2.8728 4.5393
H -1.5181 4.4121 5.7487
H -1.8435 5.4016 4.0847
Cl -0.3867 -0.6562 0.3782
C -0.0666 -2.4013 0.2206
C 0.4682 -2.7648 -1.1553
Cl -0.7642 -2.5747 -2.4279
H -0.9927 -2.9385 0.4481
H 0.6718 -2.6579 0.9859
H 0.7775 -3.8142 -1.1690
H 1.3333 -2.1519 -1.4265
Cl -4.2437 -1.3572 -1.0713
C -5.3692 -1.2185 -2.4448
C -4.8490 -1.9243 -3.6868
Cl -3.4303 -1.1019 -4.3834
H -5.5488 -0.1549 -2.6309
H -6.3129 -1.6719 -2.1277
H -5.6216 -1.9325 -4.4613
H -4.5698 -2.9609 -3.4743
Cl 1.4093 -6.2655 -3.7092
C 2.4428 -5.1061 -4.5812
C 3.6625 -4.7009 -3.7694
Cl 3.2299 -3.7059 -2.3562
H 1.8302 -4.2393 -4.8486
H 2.7586 -5.5973 -5.5063
H 4.3365 -4.0986 -4.3857
H 4.2176 -5.5740 -3.4124
```

Structure (SMILES): O=C1OC(=O)C(CB(O)O)=C1CCF.ClCCCl.ClCCCl.ClCCCl
Total charge: 0
Gap between HOMO and LUMO, hartree: 0.32577
HOMO, hartree: -0.373

Table of Mulliken atomic charges, one value per atom, all in e: number 1, O, carries -0.507; number 2, C, carries 0.379; number 3, O, carries -0.255; number 4, C, carries 0.183; number 5, O, carries -0.525; number 6, C, carries -0.003; number 7, C, carries 0.347; number 8, B, carries 0.679; number 9, O, carries -0.550; number 10, O, carries -0.599; number 11, C, carries 0.462; number 12, C, carries -0.185; number 13, C, carries -0.316; number 14, F, carries -0.318; number 15, H, carries -0.490; number 16, H, carries 0.234; number 17, H, carries 0.320; number 18, H, carries 0.288; number 19, H, carries 0.296; number 20, H, carries 0.011; number 21, H, carries 0.301; number 22, H, carries 0.292; number 23, Cl, carries -0.268; number 24, C, carries -0.463; number 25, C, carries -0.496; number 26, Cl, carries -0.115; number 27, H, carries 0.362; number 28, H, carries 0.306; number 29, H, carries 0.341; number 30, H, carries 0.271; number 31, Cl, carries -0.140; number 32, C, carries -0.456; number 33, C, carries -0.462; number 34, Cl, carries -0.177; number 35, H, carries 0.306; number 36, H, carries 0.301; number 37, H, carries 0.322; number 38, H, carries 0.308; number 39, Cl, carries -0.182; number 40, C, carries -0.467; number 41, C, carries -0.466; number 42, Cl, carries -0.136; number 43, H, carries 0.305; number 44, H, carries 0.336; number 45, H, carries 0.298; number 46, H, carries 0.332

=====

Record 2
Density functional theory data (ωB97M-V/def2-TZVPD) for a cluster of 2 separate species, C4H11NS in total.

The geometry in XYZ format:
```
17
Properties=species:S:1:pos:R:3
C 1.6290 0.0060 -1.0769
N 1.8370 1.0026 -0.3308
C 1.1855 2.2621 -0.7352
H 1.8502 -1.0215 -0.8198
H 1.1886 0.2165 -2.0658
H 0.7058 2.6296 0.1735
H 0.3847 2.1187 -1.4712
H 1.9587 2.9568 -1.0383
C -1.7926 0.0180 0.3959
S -1.0338 -1.4608 -0.3654
C -0.5725 -2.3165 1.1571
H -0.9923 0.6888 0.6949
H -2.2711 -0.4452 1.2557
H -2.5644 0.5539 -0.1510
H -0.1249 -3.2801 0.9479
H 0.1217 -1.6827 1.7198
H -1.5096 -2.2463 1.7096
```

Structure (SMILES): C=NC.CSC
Total charge: 0
Gap between HOMO and LUMO, hartree: 0.34532
HOMO, hartree: -0.310
ΔE to the lowest compared entry with this formula, charge and spin, kJ/mol: 158.6

Table of Mulliken atomic charges, one value per atom, all in e: number 1, C, carries -0.407; number 2, N, carries -0.385; number 3, C, carries -0.754; number 4, H, carries 0.363; number 5, H, carries 0.278; number 6, H, carries 0.243; number 7, H, carries 0.338; number 8, H, carries 0.304; number 9, C, carries -0.724; number 10, S, carries -0.107; number 11, C, carries -0.823; number 12, H, carries 0.175; number 13, H, carries 0.273; number 14, H, carries 0.328; number 15, H, carries 0.326; number 16, H, carries 0.280; number 17, H, carries 0.292

=====

Record 3
Density functional theory data (ωB97M-V/def2-TZVPD) for a structure of composition C20H31Cl2FeN4O3.

The geometry in XYZ format:
```
61
Properties=species:S:1:pos:R:3
O 0.2541 -0.1059 -4.0629
C -0.4584 0.3188 -4.9503
C -0.2247 1.5566 -5.7075
C 0.8833 2.3628 -5.4393
H 1.5699 2.0584 -4.6615
C 1.0834 3.5228 -6.1627
H 1.9412 4.1487 -5.9564
C 0.1815 3.8881 -7.1582
H 0.3415 4.7973 -7.7228
C -0.9221 3.0912 -7.4303
H -1.6207 3.3779 -8.2046
C -1.1242 1.9280 -6.7057
H -1.9827 1.2994 -6.9104
H -1.3720 -0.2361 -5.2532
C -2.4854 1.7766 0.8617
C -1.9009 0.8565 1.8807
H -3.3686 2.3113 1.2192
H -2.7652 1.2140 -0.0281
H -1.7509 2.5093 0.5349
C -2.4776 0.5337 3.0431
C -3.7998 0.9927 3.5822
H -1.9667 -0.1748 3.6909
H -4.2711 1.7502 2.9619
H -3.6956 1.4052 4.5899
H -4.5006 0.1570 3.6647
Fe -0.1092 0.0109 1.4344
Cl 1.0516 2.0332 1.3036
Cl -0.5325 -0.2047 -0.8228
H 3.8279 -0.0681 -1.7777
H 5.4727 0.9161 -0.0944
C 3.0298 0.1162 -1.0593
C 4.6173 1.0880 0.5580
N 3.5756 0.1228 0.2849
H 2.2671 -0.6476 -1.1322
C 2.9328 -0.4860 1.2842
O 1.9298 -1.2004 1.1687
H 4.9424 1.0009 1.5911
H 3.3960 -0.3114 2.2655
H 2.5580 1.0745 -1.2694
H 4.2434 2.0992 0.3964
H -1.5326 -5.1708 2.8159
H -0.3495 -5.9209 0.5868
C -1.9881 -4.3846 2.2132
C -0.8586 -5.0762 0.1211
N -1.1308 -4.0428 1.0963
H -2.1363 -3.5019 2.8228
C -0.6283 -2.8140 0.9533
O -0.8321 -1.8967 1.7653
H -0.2270 -4.6803 -0.6677
H -0.0264 -2.6537 0.0605
H -2.9526 -4.7392 1.8503
H -1.7866 -5.4357 -0.3242
N 0.6568 -1.1044 4.0929
C 0.8845 -0.7692 5.3750
C 0.6857 0.5878 5.5156
C 0.3317 1.0337 4.2595
N 0.3143 -0.0198 3.4149
H 0.7387 -2.0634 3.6908
H 1.1777 -1.4628 6.1520
H 0.7884 1.1771 6.4167
H 0.0995 2.0535 3.9855
```

Total charge: 0
Gap between HOMO and LUMO (spin up / spin down), hartree: 0.26265 / 0.29480
HOMO (spin up / spin down), hartree: -0.250 / -0.282
ΔE to the lowest compared entry with this formula, charge and spin, kJ/mol: 0.0
Multiplicity: 6

Table of Mulliken atomic charges, one value per atom, all in e: number 1, O, carries -0.471; number 2, C, carries -0.180; number 3, C, carries 0.649; number 4, C, carries -0.347; number 5, H, carries 0.440; number 6, C, carries -0.455; number 7, H, carries 0.380; number 8, C, carries -0.361; number 9, H, carries 0.363; number 10, C, carries -0.524; number 11, H, carries 0.373; number 12, C, carries -0.477; number 13, H, carries 0.315; number 14, H, carries 0.300; number 15, C, carries -1.509; number 16, C, carries 0.898; number 17, H, carries 0.468; number 18, H, carries 0.226; number 19, H, carries 0.254; number 20, C, carries 0.316; number 21, C, carries -1.403; number 22, H, carries 0.238; number 23, H, carries 0.365; number 24, H, carries 0.281; number 25, H, carries 0.269; number 26, Fe, carries -0.030; number 27, Cl, carries -0.479; number 28, Cl, carries -0.429; number 29, H, carries 0.368; number 30, H, carries 0.307; number 31, C, carries -0.984; number 32, C, carries -0.884; number 33, N, carries 0.216; number 34, H, carries 0.187; number 35, C, carries 0.189; number 36, O, carries -0.683; number 37, H, carries 0.307; number 38, H, carries 0.256; number 39, H, carries 0.377; number 40, H, carries 0.313; number 41, H, carries 0.318; number 42, H, carries 0.331; number 43, C, carries -0.920; number 44, C, carries -0.916; number 45, N, carries 0.258; number 46, H, carries 0.230; number 47, C, carries 0.533; number 48, O, carries -0.541; number 49, H, carries 0.272; number 50, H, carries 0.071; number 51, H, carries 0.337; number 52, H, carries 0.336; number 53, N, carries 0.023; number 54, C, carries -0.374; number 55, C, carries -0.810; number 56, C, carries -0.520; number 57, N, carries 0.509; number 58, H, carries 0.147; number 59, H, carries 0.439; number 60, H, carries 0.403; number 61, H, carries 0.432

=====

no.,calculated total energy (eV)
1,-102568.1896
2,-16650.1494
3,-92778.3897